(1)
Entry from the Open Molecules 2025 dataset: an isolated molecule of C3H10N3OP (ωB97M-V with the def2-TZVPD basis set).

Each line ends with the Mulliken charge.
Geometry (Å):
1 O -2.33506 1.62070 1.31136  -0.536
2 C -2.61997 0.81349 0.13879  -0.427
3 N -1.51999 0.22084 -0.51463  -0.299
4 P -0.73163 -1.01517 0.33452  0.083
5 N 0.44055 0.05843 1.19181  -0.427
6 C 1.54266 0.24081 0.32079  -0.595
7 C 1.76532 -1.05107 -0.47467  -0.423
8 N 0.38018 -1.31710 -0.92838  -0.334
9 H -1.47741 1.28734 1.59957  0.383
10 H -3.01749 1.49763 -0.62403  0.311
11 H -3.43912 0.09132 0.39761  0.273
12 H -0.85725 0.89595 -0.82905  0.301
13 H 0.56452 -0.26157 2.23185  0.271
14 H 2.37780 0.74361 0.92332  0.391
15 H 1.33249 1.08146 -0.39497  0.173
16 H 2.34586 -1.06623 -1.37086  0.336
17 H 2.35469 -1.83741 0.02618  0.270
18 H 0.21205 -2.20718 -1.31759  0.250

Computed properties:
Kohn-Sham gap = 9.897 eV
structure (SMILES) = OCNP1NCCN1
net charge = 0

***

(2)
Entry from the Open Molecules 2025 dataset: a cluster of 2 separate species, C3H10N3OP in total (ωB97M-V with the def2-TZVPD basis set).

Each line ends with the Mulliken charge.
Geometry (Å):
1 C 1.44726 1.19110 2.77292  -0.255
2 C -0.99532 -0.31988 -1.57051  0.110
3 C -1.32679 -1.65334 -2.10422  -0.990
4 N 2.04548 0.51866 1.86164  -0.336
5 N -1.69916 0.27504 -0.67023  -0.604
6 N 1.82121 2.14536 -0.47662  -0.676
7 O 2.93379 -0.00564 -0.80302  -0.637
8 P 1.72944 0.50654 -0.20222  0.473
9 H 1.10490 2.13877 2.46964  0.330
10 H 1.04917 0.55050 3.62550  0.206
11 H -0.23073 0.24468 -2.07500  0.459
12 H -2.10562 -2.17002 -1.45701  0.306
13 H -0.36401 -2.24870 -2.34346  0.241
14 H -1.90554 -1.46180 -3.03298  0.265
15 H 2.25372 -0.50424 2.12347  0.283
16 H -2.52082 -0.18655 -0.17420  0.205
17 H 2.39469 2.15790 -1.34803  0.329
18 H 0.87442 2.54654 -0.71701  0.291

Computed properties:
Kohn-Sham gap (spin up / spin down) = 7.868 / 7.868 eV
net charge = 0

***

Winner for stability: (1)

***

(1)
Entry from the Open Molecules 2025 dataset: an isolated molecule of C3H2N4O (ωB97M-V with the def2-TZVPD basis set).

Each line ends with the Mulliken charge.
Geometry (Å):
1 C -0.72602 -1.36049 -0.83007  -0.481
2 N -1.78668 -0.44484 -1.10939  -0.474
3 C -1.53351 0.54764 -0.32104  -0.051
4 N -0.31688 0.45492 0.40757  0.296
5 N 0.69572 1.36898 0.67330  -0.308
6 N 1.86376 0.71756 0.67561  -0.002
7 O 1.48009 -0.55743 0.47166  -0.201
8 C 0.21054 -0.72561 -0.02495  0.514
9 H -0.63894 -2.42790 -1.16322  0.336
10 H -2.09923 1.44173 -0.08333  0.371

Computed properties:
Kohn-Sham gap = 9.028 eV
structure (SMILES) = c1ncn2nnoc12
net charge = 0

***

(2)
Entry from the Open Molecules 2025 dataset: an isolated molecule of C3H2N4O (ωB97M-V with the def2-TZVPD basis set).

Each line ends with the Mulliken charge.
Geometry (Å):
1 O -2.11982 -0.71143 0.65131  -0.470
2 C -1.24960 -0.30060 -0.06902  0.556
3 C -0.67480 0.99055 -0.39232  -0.078
4 N 0.64188 1.00990 -0.36302  -0.454
5 C 1.35697 0.14658 0.39617  0.181
6 N 1.21181 -1.07993 0.57857  -0.204
7 N 0.73217 -1.55107 -0.55131  -0.106
8 N -0.42174 -1.17906 -0.93433  -0.151
9 H -1.16937 1.90891 -0.56976  0.413
10 H 1.69250 0.76614 1.25369  0.314

Computed properties:
Kohn-Sham gap = 8.588 eV
structure (SMILES) = O=c1cncnnn1
net charge = 0

***

(3)
Entry from the Open Molecules 2025 dataset: an isolated molecule of C3H2N4O (ωB97M-V with the def2-TZVPD basis set).

Each line ends with the Mulliken charge.
Geometry (Å):
1 O 1.06240 -1.30017 1.66781  -0.422
2 C 0.43899 -1.09088 0.69513  0.710
3 N 1.26470 -0.87382 -0.50743  -0.229
4 N 1.31469 0.22540 -1.04474  -0.160
5 C 0.16507 0.95821 -0.65854  0.048
6 C -0.94853 0.73420 -0.07135  -0.345
7 N -1.54286 -0.53397 0.14118  -0.081
8 N -0.76426 -1.52624 0.34097  -0.276
9 H 0.47538 1.89565 -1.01422  0.441
10 H -1.46558 1.51163 0.45119  0.314

Computed properties:
Kohn-Sham gap = 8.485 eV
structure (SMILES) = O=c1nnccnn1
net charge = 0

***

(4)
Entry from the Open Molecules 2025 dataset: an isolated molecule of C3H2N4O (ωB97M-V with the def2-TZVPD basis set).

Each line ends with the Mulliken charge.
Geometry (Å):
1 O 1.21008 -0.52254 1.90450  -0.460
2 C 0.55102 -0.57676 0.90283  0.502
3 C 1.03719 -0.58207 -0.51647  -0.002
4 N 0.81695 0.33478 -1.40200  -0.192
5 N 0.22511 1.44671 -0.95894  -0.083
6 N -0.69710 1.47804 -0.10415  -0.219
7 C -1.41600 0.27513 0.19931  0.117
8 N -0.93417 -0.67961 0.83529  -0.375
9 H 1.72197 -1.41810 -0.80320  0.364
10 H -2.51505 0.24443 -0.05718  0.348

Computed properties:
Kohn-Sham gap = 8.730 eV
structure (SMILES) = O=c1cnnncn1
net charge = 0

***

Winner for stability: (4)